Record 1
{"formula": "C45H34FN4OS7V", "method": "the ωB97M-V functional and the def2-TZVPD basis", "s_squared": 2.030, "lumo_ha": [-0.018, -0.019], "energy_ha": -5860.4541, "spin_multiplicity": 3, "relative_energy_kj_mol": 0.0, "orbital_gap_ev": [5.626, 5.657], "homo_ha": [-0.2252, -0.2264], "species": ["V", "N", "S", "N", "S", "N", "S", "N", "C", "C", "C", "C", "C", "C", "C", "C", "C", "C", "C", "C", "C", "C", "C", "C", "C", "C", "C", "C", "C", "C", "C", "C", "C", "C", "C", "C", "C", "C", "C", "C", "C", "C", "C", "C", "H", "H", "H", "H", "H", "H", "H", "H", "H", "H", "H", "H", "H", "H", "H", "H", "H", "H", "H", "H", "H", "H", "H", "H", "H", "H", "H", "H", "H", "H", "O", "C", "S", "C", "C", "S", "S", "S", "F", "C", "C", "C", "C", "C", "C", "H", "H", "H", "H"], "positions_angstrom": [[0.91, -2.31, -0.46], [1.03, -0.54, -1.48], [1.68, 0.62, -0.89], [1.32, 1.17, 0.62], [-0.11, 1.50, 1.08], [-1.37, 1.15, 0.26], [-1.72, -0.49, 0.15], [-0.74, -1.47, 0.56], [-3.23, -0.58, 1.11], [-3.35, -1.67, 1.95], [-4.51, -1.80, 2.71], [-5.51, -0.84, 2.62], [-5.37, 0.24, 1.76], [-4.23, 0.37, 0.99], [-2.35, -0.51, -1.52], [-2.83, -1.75, -1.91], [-3.32, -1.90, -3.20], [-3.33, -0.82, -4.07], [-2.84, 0.41, -3.66], [-2.34, 0.58, -2.37], [-0.21, 0.93, 2.76], [-1.36, 1.25, 3.46], [-1.48, 0.81, 4.76], [-0.46, 0.06, 5.34], [0.67, -0.26, 4.61], [0.82, 0.18, 3.30], [-0.24, 3.28, 1.22], [-1.33, 3.97, 0.72], [-1.35, 5.35, 0.85], [-0.31, 6.01, 1.48], [0.77, 5.30, 1.99], [0.81, 3.92, 1.86], [1.42, 2.07, -1.91], [1.80, 3.33, -1.49], [1.55, 4.42, -2.31], [0.92, 4.23, -3.53], [0.55, 2.96, -3.95], [0.80, 1.86, -3.13], [3.44, 0.52, -0.69], [4.08, -0.24, -1.66], [5.47, -0.36, -1.60], [6.17, 0.25, -0.58], [5.51, 1.00, 0.39], [4.14, 1.15, 0.34], [-2.55, -2.39, 2.00], [-4.62, -2.64, 3.38], [-6.40, -0.95, 3.21], [-6.16, 0.97, 1.68], [-4.11, 1.20, 0.31], [-2.80, -2.60, -1.24], [-3.68, -2.87, -3.52], [-3.71, -0.94, -5.07], [-2.84, 1.25, -4.34], [-1.94, 1.53, -2.05], [-2.15, 1.83, 3.00], [-2.38, 1.04, 5.33], [-0.57, -0.30, 6.35], [1.45, -0.87, 5.05], [1.67, -0.10, 2.71], [-2.13, 3.43, 0.22], [-2.19, 5.90, 0.46], [-0.34, 7.09, 1.58], [1.58, 5.82, 2.48], [1.65, 3.36, 2.25], [2.30, 3.46, -0.54], [1.84, 5.41, -1.99], [0.73, 5.08, -4.17], [0.07, 2.81, -4.91], [0.51, 0.86, -3.42], [3.51, -0.76, -2.41], [5.98, -0.96, -2.34], [7.25, 0.12, -0.52], [6.07, 1.45, 1.19], [3.62, 1.70, 1.10], [7.49, -3.77, 0.87], [6.33, -3.57, 0.64], [5.55, -3.98, -0.89], [3.93, -3.44, -0.47], [3.77, -3.00, 0.79], [2.22, -2.47, 1.42], [5.17, -2.96, 1.83], [2.67, -3.53, -1.66], [-3.24, -6.73, -1.94], [-2.30, -5.81, -1.61], [-2.06, -5.53, -0.28], [-1.11, -4.57, 0.03], [-0.37, -3.89, -0.95], [-0.63, -4.25, -2.27], [-1.59, -5.19, -2.63], [-2.62, -6.05, 0.48], [-0.94, -4.34, 1.08], [-0.07, -3.78, -3.08], [-1.79, -5.45, -3.66]]}

---

Record 2
{"formula": "C5H7NO", "method": "the ωB97M-V functional and the def2-TZVPD basis", "lumo_ha": 0.038, "energy_ha": -324.6017, "spin_multiplicity": 1, "relative_energy_kj_mol": 322.2, "orbital_gap_ev": 10.401, "homo_ha": -0.3447, "species": ["C", "C", "C", "C", "C", "H", "H", "H", "H", "H", "H", "H", "N", "O"], "positions_angstrom": [[0.80, -0.62, -0.08], [-0.43, -0.46, -0.98], [-0.43, -0.55, 0.89], [-1.14, 0.81, 0.66], [-1.03, 0.93, -0.66], [2.50, 0.20, 0.66], [1.34, 1.19, 0.03], [1.21, -1.65, -0.03], [-0.36, -0.87, -2.01], [-0.32, -1.06, 1.82], [-1.41, 1.50, 1.39], [-1.44, 1.61, -1.41], [1.84, 0.33, -0.15], [-1.13, -1.35, -0.12]]}

---

Record 3
{"formula": "C31H38BeNPSi", "method": "the ωB97M-V functional and the def2-TZVPD basis", "lumo_ha": 0.014, "energy_ha": -1904.2967, "spin_multiplicity": 1, "relative_energy_kj_mol": 0.0, "orbital_gap_ev": 6.724, "homo_ha": -0.2332, "species": ["C", "C", "C", "C", "C", "C", "C", "C", "N", "Be", "C", "P", "H", "H", "H", "H", "H", "H", "H", "H", "C", "C", "H", "C", "C", "H", "H", "H", "H", "H", "H", "H", "H", "H", "H", "H", "H", "H", "H", "C", "C", "C", "C", "C", "C", "Si", "C", "C", "C", "C", "C", "C", "C", "C", "C", "C", "C", "C", "H", "H", "H", "H", "H", "H", "H", "H", "H", "H", "H", "H", "H", "H", "H"], "positions_angstrom": [[-2.37, 0.91, -4.58], [-2.09, -0.36, -4.06], [-1.20, -0.54, -2.98], [-0.62, 0.59, -2.40], [-0.90, 1.86, -2.90], [-1.80, 2.03, -3.97], [-1.03, -1.94, -2.46], [0.38, -2.45, -2.06], [1.48, -1.55, -2.10], [0.36, 1.01, -0.94], [-0.24, 3.09, -2.30], [1.39, 2.58, -1.56], [-2.58, -1.25, -4.49], [-2.02, 3.06, -4.30], [-3.05, 1.03, -5.42], [-0.84, 3.52, -1.48], [0.01, 3.86, -3.04], [-1.71, -2.08, -1.61], [-1.39, -2.64, -3.24], [0.31, -2.85, -1.03], [1.96, 3.82, -0.42], [2.44, 2.59, -3.01], [0.61, -3.30, -2.74], [1.93, -1.12, -3.42], [2.58, -1.85, -1.21], [-0.46, 0.52, 0.08], [2.37, -1.97, -3.98], [1.10, -0.70, -4.00], [2.70, -0.34, -3.31], [3.21, -2.67, -1.62], [3.22, -0.96, -1.09], [2.20, -2.13, -0.23], [2.50, 3.64, -3.32], [3.42, 2.19, -2.73], [2.03, 1.98, -3.82], [2.05, 4.75, -1.00], [1.25, 3.92, 0.42], [2.94, 3.47, -0.05], [0.84, 0.09, 0.32], [-1.45, 3.37, 4.09], [-0.16, 3.29, 3.55], [0.18, 2.24, 2.69], [-0.77, 1.25, 2.40], [-2.08, 1.36, 2.88], [-2.42, 2.42, 3.74], [-0.21, -0.28, 1.57], [1.03, -1.06, 2.68], [2.41, -1.02, 2.48], [3.26, -1.57, 3.46], [2.71, -2.13, 4.62], [1.32, -2.14, 4.82], [0.49, -1.60, 3.84], [-1.50, -1.53, 1.16], [-1.27, -2.88, 1.44], [-2.33, -3.79, 1.41], [-3.61, -3.36, 1.04], [-3.82, -2.03, 0.66], [-2.76, -1.12, 0.69], [-1.71, 4.17, 4.78], [0.59, 4.04, 3.81], [1.18, 2.16, 2.28], [-2.83, 0.61, 2.61], [-3.43, 2.48, 4.14], [2.84, -0.55, 1.57], [4.34, -1.56, 3.29], [3.37, -2.55, 5.38], [0.89, -2.56, 5.72], [-0.59, -1.61, 4.00], [-0.28, -3.21, 1.74], [-2.15, -4.83, 1.69], [-4.45, -4.07, 1.05], [-4.82, -1.69, 0.36], [-2.93, -0.07, 0.39]]}